1.
A cluster of 2 separate species, C3H4ClIO in total in a non-equilibrium geometry. Source: the Open Molecules 2025 dataset; level of theory: the ωB97M-V functional and the def2-TZVPD basis.

Last column: Mulliken charge in e.
Atoms and positions in Å:
H -0.74 -1.46 0.59  0.342
C -0.69 2.23 0.41  0.150
H 1.46 -1.53 -1.40  0.264
H -0.39 3.41 0.56  0.254
H -0.06 -0.45 -1.67  0.269
I 1.55 -2.73 1.30  0.015
Cl -1.44 1.67 1.81  -0.090
O -0.48 1.65 -0.59  -0.322
C 0.27 -1.56 0.10  -0.413
C 0.53 -1.23 -1.12  -0.469

Properties
Total energy, hartree: -949.76937
SMILES: O=CCl.C=CI
Max |F|, hartree/bohr: 0.08698
HOMO level, eV: -9.09


2.
A cluster of 3 separate species, C3H10OS2 in total in a non-equilibrium geometry. Source: the Open Molecules 2025 dataset; level of theory: the ωB97M-V functional and the def2-TZVPD basis.

Last column: Mulliken charge in e.
Atoms and positions in Å:
S 1.68 -0.24 -1.30  -0.083
H -1.77 -2.59 -0.49  0.357
C -1.33 -0.44 -0.80  -0.110
H -2.11 -0.25 -1.54  0.296
H -0.05 2.58 2.52  0.301
H 1.68 0.89 0.84  -0.003
H -0.31 -2.02 0.18  0.354
H 3.18 -0.01 0.59  0.292
C 2.41 0.57 0.07  -0.344
H -0.43 0.24 -1.06  0.017
H 2.88 1.52 -0.22  0.299
H -0.43 -2.30 -1.58  0.316
H -0.49 1.36 1.66  0.219
S -1.95 0.16 0.71  -0.262
O 0.28 1.80 2.07  -0.582
C -0.94 -1.91 -0.70  -1.067

Properties
Total energy, hartree: -991.75625
Max |F|, hartree/bohr: 0.04485
HOMO level, eV: -8.53


3.
The molecule C2H5NO2S2 in a non-equilibrium geometry. Source: the Open Molecules 2025 dataset; level of theory: the ωB97M-V functional and the def2-TZVPD basis.

Last column: Mulliken charge in e.
Atoms and positions in Å:
C -0.86 0.11 0.68  -0.489
S -2.05 -1.25 0.56  -0.056
H 0.25 1.04 -0.85  0.218
N -2.92 -0.78 -2.53  0.911
S -3.69 -0.40 -1.00  -0.048
C 0.30 0.01 -0.33  -0.783
H 1.20 -0.11 0.18  0.334
H -1.47 0.95 0.54  0.337
O -3.57 -0.42 -3.48  -0.547
H 0.15 -0.82 -1.07  0.261
H -0.52 0.12 1.73  0.342
O -1.86 -1.33 -2.54  -0.480

Properties
Total energy, hartree: -1080.66985
SMILES: CCSS[N+](=O)[O-]
Max |F|, hartree/bohr: 0.06352
HOMO level, eV: -9.77